No. 1
Below is 11 unconnected molecules or ions with the total composition C28H81N11O11 in a non-equilibrium geometry, with properties calculated with ωB97M-V/def2-TZVPD.

Properties
SMILES: COC[C@H](C)N.COC[C@H](C)N.COC[C@H](C)N.NC(N)=O.NC(N)=O.NC(N)=O.NC(N)=O.CC(C)O.CC(C)O.CC(C)O.CC(C)O
E_LUMO in eV: 0.090
Highest occupied orbital energy in eV: -9.002
Kohn-Sham gap in eV: 9.09

Last column: Löwdin charge in e.
Atoms and positions in Å:
C -3.15 -2.29 0.48  -0.0725
O -4.23 -2.52 1.39  -0.1861
C -4.80 -1.41 1.97  -0.2210
C -6.17 -1.87 2.65  -0.4094
C -7.06 -2.37 1.55  -0.0808
N -6.78 -0.78 3.41  0.0427
H -2.33 -1.89 1.08  0.0717
H -3.38 -1.70 -0.41  0.0748
H -2.78 -3.25 0.14  0.0844
H -4.09 -1.01 2.68  0.1186
H -4.86 -0.55 1.30  0.1148
H -6.02 -2.71 3.32  0.1305
H -7.28 -1.58 0.82  0.0602
H -8.01 -2.76 1.91  0.0793
H -6.61 -3.19 1.00  0.0794
H -6.19 0.02 3.25  0.0589
H -7.65 -0.47 2.99  0.0613
C -0.92 -3.11 -2.36  -0.0925
O 0.21 -2.52 -2.91  -0.2744
C 0.23 -2.52 -4.35  -0.1425
C 1.60 -2.05 -4.87  -0.3892
C 1.93 -0.59 -4.45  -0.0612
N 1.69 -1.98 -6.33  0.0100
H -1.07 -4.09 -2.82  0.0961
H -1.69 -2.48 -2.82  0.0764
H -0.88 -3.15 -1.27  0.0813
H -0.02 -3.56 -4.57  0.1289
H -0.52 -1.82 -4.71  0.1230
H 2.34 -2.81 -4.63  0.1298
H 2.96 -0.35 -4.69  0.0732
H 1.90 -0.34 -3.39  0.0496
H 1.31 0.12 -5.00  0.0767
H 2.44 -1.40 -6.67  0.0659
H 0.92 -1.49 -6.76  0.0676
C -6.95 -0.59 -2.20  -0.1114
O -5.89 -0.84 -3.07  -0.1818
C -4.82 0.04 -2.82  -0.2048
C -3.63 -0.14 -3.79  -0.4251
C -2.45 0.86 -3.58  -0.0483
N -4.07 0.09 -5.13  0.0277
H -6.67 -0.63 -1.15  0.0679
H -7.82 -1.18 -2.48  0.1011
H -7.15 0.47 -2.34  0.0830
H -5.19 1.07 -2.89  0.1255
H -4.48 -0.14 -1.80  0.1049
H -3.31 -1.18 -3.82  0.1178
H -2.00 0.62 -2.62  0.0643
H -2.69 1.93 -3.61  0.0709
H -1.65 0.71 -4.31  0.0698
H -4.04 1.09 -5.25  0.0647
H -5.06 -0.10 -5.19  0.0684
N 5.13 2.90 3.08  0.1846
C 4.27 3.34 2.16  -0.7102
N 3.94 2.39 1.33  0.2026
O 3.89 4.49 2.01  0.0347
H 5.49 1.96 3.05  0.0741
H 5.42 3.63 3.72  0.1216
H 3.20 2.59 0.68  0.1074
H 4.18 1.46 1.64  0.0658
N 3.83 -5.04 4.78  0.1727
C 3.41 -4.85 3.56  -0.7867
N 2.29 -4.23 3.52  0.2090
O 4.01 -5.28 2.61  0.0315
H 3.35 -4.72 5.61  0.1163
H 4.69 -5.58 4.78  0.1236
H 1.93 -3.84 4.38  0.1219
H 1.85 -4.04 2.63  0.0917
N -2.26 2.03 1.88  0.1848
C -2.27 1.94 3.16  -0.7927
N -1.13 1.51 3.69  0.1689
O -3.27 2.05 3.85  0.0037
H -3.09 2.28 1.36  0.1218
H -1.40 1.97 1.36  0.0759
H -1.21 1.26 4.67  0.1170
H -0.34 1.39 3.07  0.0560
N 3.41 -4.27 0.22  0.1872
C 2.26 -4.07 -0.26  -0.7811
N 2.38 -3.61 -1.51  0.1672
O 1.19 -4.28 0.29  0.0192
H 4.15 -4.09 -0.45  0.1175
H 3.55 -4.71 1.11  0.0471
H 1.54 -3.25 -1.94  0.0550
H 3.31 -3.36 -1.83  0.1016
C -0.38 4.01 -2.68  -0.0504
C 0.94 3.33 -2.28  -0.4989
C 2.07 4.20 -2.77  -0.0477
O 1.14 3.19 -0.92  -0.0776
H -0.43 4.11 -3.77  0.0865
H -0.39 5.01 -2.26  0.0602
H -1.27 3.62 -2.20  0.0693
H 0.91 2.32 -2.68  0.1220
H 2.24 3.91 -3.80  0.0796
H 2.96 3.94 -2.20  0.0869
H 1.87 5.27 -2.72  0.0889
H 1.21 4.04 -0.48  0.0271
C 0.71 -0.94 2.00  -0.0319
C 1.08 0.04 0.88  -0.4580
C 0.66 -0.38 -0.54  -0.0063
O 0.46 1.27 1.20  -0.0945
H -0.33 -1.19 1.77  0.0663
H 0.83 -0.46 2.97  0.0784
H 1.21 -1.90 1.90  0.0567
H 2.16 0.16 0.97  0.1100
H 1.18 -1.32 -0.72  0.0656
H 0.96 0.30 -1.34  0.0625
H -0.42 -0.49 -0.50  0.0834
H 0.72 1.82 0.46  0.0478
C 3.98 -0.85 3.29  -0.0291
C 5.49 -0.86 3.04  -0.5275
C 5.89 -2.13 2.36  -0.0391
O 5.70 0.24 2.27  -0.0591
H 3.53 -1.39 2.46  0.0585
H 3.57 0.16 3.21  0.0766
H 3.80 -1.52 4.13  0.0857
H 6.08 -0.85 3.95  0.1398
H 6.02 -3.03 2.97  0.0907
H 6.86 -1.95 1.90  0.0813
H 5.20 -2.31 1.53  0.0764
H 6.47 0.05 1.72  0.1161
C -0.31 6.04 0.54  -0.0284
C 0.95 5.74 1.38  -0.5144
C 0.61 4.78 2.52  -0.0451
O 1.82 5.16 0.58  -0.0526
H -1.04 6.48 1.23  0.0815
H -0.72 5.10 0.18  0.0665
H -0.14 6.70 -0.30  0.0799
H 1.30 6.62 1.92  0.1419
H 0.07 3.85 2.30  0.0538
H -0.07 5.26 3.23  0.0807
H 1.40 4.43 3.18  0.0759
H 2.61 4.88 1.04  0.0348

=====

No. 2
Below is a molecular structure, C28H81N7O9 in a non-equilibrium geometry, with properties calculated with ωB97M-V/def2-TZVPD.

Properties
E_LUMO in eV: 0.640
Highest occupied orbital energy in eV: -7.883
Kohn-Sham gap in eV: 8.52
Relative energy (zero: lowest compared OMol25 entry of this formula, charge and spin) in eV: 36.809

Last column: Löwdin charge in e.
Atoms and positions in Å:
C 5.26 -6.19 -16.22  -0.0138
C 6.54 -5.73 -15.54  -0.2970
C 6.66 -4.15 -15.21  -0.1042
O 8.04 -3.94 -14.90  -0.1877
C 8.47 -2.66 -14.45  -0.0918
N 6.60 -6.49 -14.27  -0.1519
H 5.05 -7.26 -16.21  0.0660
H 5.11 -5.74 -17.21  0.1016
H 4.42 -5.77 -15.68  0.0591
H 7.31 -5.96 -16.26  0.1033
H 6.17 -3.96 -14.26  0.0787
H 6.33 -3.51 -16.02  0.1332
H 9.55 -2.75 -14.41  0.0920
H 8.15 -2.38 -13.44  0.0370
H 8.20 -1.83 -15.10  0.0899
H 7.40 -6.17 -13.74  0.0684
H 6.68 -7.47 -14.50  0.0348
C 7.64 -7.44 -12.95  -0.2279
C 8.14 -8.11 -11.68  -0.2921
C 9.39 -7.38 -11.08  -0.1128
O 10.49 -7.45 -12.03  -0.2136
C 11.76 -6.89 -11.66  -0.1062
N 7.03 -8.19 -10.70  0.0091
H 7.33 -6.44 -12.65  0.0829
H 6.85 -8.01 -13.45  0.0640
H 8.52 -7.30 -13.58  0.1435
H 8.43 -9.15 -11.76  0.0958
H 9.77 -7.78 -10.14  0.1201
H 9.20 -6.33 -10.90  0.1226
H 12.56 -6.90 -12.40  0.0827
H 12.21 -7.25 -10.74  0.0782
H 11.51 -5.84 -11.50  0.0782
H 7.32 -8.96 -10.11  0.0777
H 6.27 -8.63 -11.21  -0.1437
C 6.49 -2.49 -11.73  -0.0803
C 5.12 -2.92 -12.22  -0.3691
C 4.52 -4.08 -11.26  -0.1719
O 5.38 -5.16 -11.03  -0.0885
C 5.59 -6.08 -12.07  -0.1516
N 4.27 -1.77 -12.02  0.0205
H 6.42 -2.04 -10.74  0.0858
H 6.85 -1.66 -12.35  0.0599
H 7.28 -3.24 -11.81  0.0729
H 5.15 -3.14 -13.29  0.1009
H 3.55 -4.48 -11.54  0.0479
H 4.26 -3.73 -10.27  0.1132
H 6.50 -6.68 -11.93  0.0587
H 5.84 -5.66 -13.05  0.0819
H 4.77 -6.78 -12.22  0.0658
H 4.28 -1.54 -11.04  0.0652
H 4.43 -0.97 -12.61  0.0719
C 2.56 -7.85 -11.77  -0.1358
C 3.02 -7.21 -10.45  -0.3654
C 2.58 -5.73 -10.31  -0.1740
O 2.96 -5.16 -9.06  -0.1807
C 2.21 -4.06 -8.60  -0.0990
N 2.41 -7.96 -9.42  0.0524
H 1.49 -8.02 -11.77  0.1307
H 3.11 -8.78 -11.90  0.0524
H 2.72 -7.32 -12.71  0.0972
H 4.10 -7.29 -10.37  0.1141
H 1.52 -5.52 -10.47  0.1356
H 2.95 -5.03 -11.06  0.0320
H 2.78 -3.22 -8.98  0.0716
H 2.23 -4.03 -7.51  0.0879
H 1.18 -3.89 -8.90  0.0898
H 1.57 -8.46 -9.67  0.0725
H 2.21 -7.28 -8.70  0.0689
C 0.89 -8.58 -14.95  -0.0146
C 1.97 -9.55 -14.43  -0.3722
C 3.30 -9.54 -15.17  -0.2279
O 3.19 -10.31 -16.34  -0.1804
C 4.19 -10.11 -17.33  -0.0983
N 2.15 -9.32 -13.08  -0.0625
H 0.95 -8.40 -16.02  0.0772
H 0.76 -7.63 -14.43  0.0782
H -0.10 -9.02 -14.81  0.0729
H 1.65 -10.59 -14.45  0.1520
H 4.19 -9.90 -14.65  0.0226
H 3.46 -8.50 -15.46  0.1360
H 4.41 -9.08 -17.60  0.0992
H 3.72 -10.48 -18.24  0.1051
H 5.13 -10.61 -17.11  0.0935
H 2.46 -10.10 -12.52  0.1079
H 2.85 -8.60 -12.94  -0.0373
C 5.88 -9.17 -15.21  -0.1264
C 7.39 -9.37 -15.29  -0.2651
C 7.90 -8.20 -16.15  -0.1180
O 7.92 -8.67 -17.57  -0.1681
C 8.34 -7.60 -18.45  -0.1123
N 7.81 -9.37 -13.90  -0.0462
H 5.38 -9.94 -14.63  0.0252
H 5.41 -9.29 -16.19  0.0465
H 5.40 -8.23 -14.93  0.0552
H 7.55 -10.36 -15.72  0.1537
H 8.96 -8.14 -15.92  0.1344
H 7.41 -7.24 -15.98  0.0491
H 7.70 -6.72 -18.51  0.0786
H 8.56 -7.99 -19.44  0.0820
H 9.34 -7.21 -18.23  0.0796
H 8.78 -9.61 -13.79  0.1364
H 7.28 -10.12 -13.47  0.0487
C 7.02 -10.58 -11.38  -0.0359
C 5.96 -9.82 -12.14  -0.3645
C 4.98 -10.69 -12.94  -0.1216
O 5.67 -11.45 -14.00  -0.1980
C 4.76 -12.04 -14.91  -0.0639
N 5.25 -9.11 -11.10  0.0077
H 7.76 -10.03 -10.79  0.0705
H 7.64 -11.12 -12.09  0.1026
H 6.62 -11.30 -10.66  0.1140
H 6.48 -9.23 -12.90  0.0721
H 4.30 -9.96 -13.37  0.0653
H 4.38 -11.41 -12.38  0.1473
H 4.08 -12.55 -14.22  0.1006
H 5.12 -12.84 -15.55  0.1097
H 4.11 -11.43 -15.54  0.0500
H 4.44 -9.64 -10.79  0.1359
H 5.71 -8.86 -10.24  0.1139
O 3.57 -5.42 -13.89  -0.0256
H 3.67 -6.18 -13.33  -0.0036
H 4.32 -5.45 -14.48  -0.0217
O 4.85 -7.78 -13.45  -0.1864
H 5.55 -7.16 -13.25  -0.0136
H 4.77 -8.32 -12.67  0.0314

=====

Kohn-Sham gap of number 1 (C28H81N11O11)?
9.09 eV